1.
{
  "formula": "C6H9I",
  "method": "ωB97M-V with the def2-TZVPD basis set",
  "multiplicity": 1,
  "homo_lumo_gap_ha": 0.3316,
  "largest_force_ev_per_a": 3.8,
  "homo_ev": -8.365,
  "lumo_energy_ev": 0.66,
  "energy_ha": -531.6007,
  "symbols": ["C", "C", "C", "C", "C", "C", "I", "H", "H", "H", "H", "H", "H", "H", "H", "H"],
  "positions_angstrom": [[-1.191, -0.367, -0.517], [-0.496, -1.620, -0.180], [-0.722, 0.627, 0.238], [0.719, -1.358, 0.284], [-1.149, 2.019, -0.106], [1.833, -0.464, 0.061], [1.569, -3.028, 1.282], [-1.934, -0.262, -1.241], [-0.926, -2.675, -0.334], [-0.223, 0.442, 1.210], [-1.434, 2.189, -1.261], [-0.477, 2.859, -0.049], [-1.981, 2.286, 0.618], [2.495, -0.173, 0.899], [1.443, 0.553, -0.283], [2.473, -1.028, -0.623]],
  "mulliken_charge": [-0.307, -0.163, -0.489, 0.001, -1.188, -1.174, -0.025, 0.502, 0.310, 0.537, 0.277, 0.361, 0.266, 0.384, 0.330, 0.377]
}

***

2.
{
  "formula": "C19H12BrCrF5NO7S",
  "method": "ωB97M-V with the def2-TZVPD basis set",
  "s2": 6.09,
  "charge": -1,
  "multiplicity": 5,
  "homo_lumo_gap_ha": [0.2320, 0.1471],
  "largest_force_ev_per_a": 2.8,
  "homo_ev": [-4.017, -4.003],
  "lumo_energy_ev": [2.30, 0.00],
  "energy_ha": -5828.6826,
  "symbols": ["Cr", "O", "C", "O", "C", "C", "C", "C", "C", "O", "C", "C", "O", "O", "H", "H", "H", "H", "H", "H", "H", "H", "F", "C", "C", "F", "C", "F", "C", "S", "C", "F", "C", "F", "O", "O", "Br", "C", "C", "C", "C", "N", "C", "H", "H", "H", "H"],
  "positions_angstrom": [[0.024, 0.442, -1.117], [-2.321, 3.662, -0.056], [-2.042, 2.517, -0.404], [-1.013, 2.180, -1.215], [-2.923, 1.326, 0.018], [-2.974, 0.266, -1.117], [-4.148, -0.673, -0.887], [-3.738, -1.427, 0.397], [-2.324, -0.920, 0.678], [-1.799, -0.639, -0.733], [-2.368, 0.522, 1.237], [-0.954, 0.922, 1.727], [-0.779, 1.171, 2.916], [0.036, 0.906, 0.809], [-3.930, 1.690, 0.248], [-2.887, 0.636, -2.139], [-5.103, -0.147, -0.810], [-4.259, -1.357, -1.735], [-4.397, -1.261, 1.255], [-3.724, -2.514, 0.259], [-1.674, -1.621, 1.186], [-3.074, 0.571, 2.077], [1.803, -5.299, 3.644], [2.063, -4.135, 3.021], [1.087, -3.526, 2.232], [-0.140, -4.070, 2.140], [1.386, -2.365, 1.544], [0.426, -1.841, 0.744], [2.628, -1.684, 1.612], [2.945, -0.290, 0.780], [3.566, -2.331, 2.474], [4.779, -1.770, 2.656], [3.310, -3.531, 3.134], [4.271, -4.111, 3.886], [0.052, -0.559, -2.803], [0.823, -1.178, -1.769], [3.432, 4.968, -0.431], [2.805, 3.586, -1.536], [3.174, 3.554, -2.883], [2.690, 2.510, -3.649], [1.871, 1.538, -3.081], [1.527, 1.602, -1.763], [1.965, 2.611, -0.985], [3.809, 4.343, -3.264], [2.901, 2.377, -4.695], [1.513, 0.701, -3.665], [1.688, 2.648, 0.063]],
  "mulliken_charge": [0.445, -0.740, -0.320, -0.560, 0.239, -0.004, -0.963, -1.110, 0.061, -0.435, 0.059, -0.069, -0.769, -0.025, 0.587, 0.507, 0.386, 0.382, 0.380, 0.342, 0.428, 0.465, -0.294, 0.543, -0.202, -0.285, -0.052, 0.115, 0.353, -0.233, 0.408, -0.298, 0.084, -0.293, -0.457, -0.358, -0.199, -0.354, -0.062, -0.909, -0.290, 0.679, -0.094, 0.430, 0.384, 0.544, 0.555]
}